{
  "formula": "C25H45BFNO6P",
  "method": "ωB97M-V with the def2-TZVPD basis set",
  "charge": 1,
  "mol_weight_g_mol": 516.4,
  "orbital_gap_ev": 6.7,
  "e_tot_ev": -53091.78816,
  "elements": ["P", "F", "O", "O", "O", "O", "O", "O", "N", "C", "C", "C", "C", "C", "C", "C", "C", "C", "C", "C", "C", "C", "C", "C", "C", "C", "C", "C", "C", "C", "C", "C", "C", "C", "B", "H", "H", "H", "H", "H", "H", "H", "H", "H", "H", "H", "H", "H", "H", "H", "H", "H", "H", "H", "H", "H", "H", "H", "H", "H", "H", "H", "H", "H", "H", "H", "H", "H", "H", "H", "H", "H", "H", "H", "H", "H", "H", "H", "H", "H"],
  "xyz": [[-3.778921, 1.101259, -3.699109], [1.936388, 1.696526, -2.568278], [3.977353, -1.921485, -0.962352], [-0.630562, 2.533153, -4.195562], [-3.886081, -2.430015, -1.867934], [2.494553, -1.546864, -2.841330], [-4.668085, -0.281075, -0.788190], [-3.645044, 2.629414, -4.552147], [-2.180552, -0.378070, -1.655239], [0.624972, 1.056613, -2.307616], [2.851100, -1.334661, -1.430140], [0.723715, -1.326849, 5.830537], [-0.988510, -1.867285, 0.402887], [-0.701615, 1.482340, -3.170106], [0.476798, 3.254149, 2.826599], [1.737470, -3.950517, 1.557516], [1.056663, 3.654068, -5.671153], [0.540240, -0.085006, -1.125286], [1.371281, 2.048495, 3.486490], [-0.042134, 2.933105, 1.293674], [0.168744, -2.584246, 4.928574], [1.478237, -0.150235, 4.970744], [1.392293, -3.507710, 4.266996], [0.445761, 0.785358, 4.065623], [2.360870, 3.984395, -4.733532], [-0.947807, -0.774734, -0.816060], [-1.655334, 3.244087, 1.206958], [-4.154451, -0.284732, -5.016581], [1.918480, -2.902528, 2.809800], [0.169051, -4.254870, 1.147040], [-2.116691, 0.687668, -2.769655], [-0.383793, -3.333879, -0.098066], [0.309672, 2.210837, -5.277027], [1.930061, -0.457233, -0.344116], [-3.567252, -1.028380, -1.434156], [1.967281, 0.599986, 5.759596], [0.212714, 1.801199, 1.012923], [-3.152342, 3.300230, -3.962512], [0.245204, 4.489255, -5.424383], [-0.534388, -4.212750, 2.105183], [0.995867, -4.604114, 4.154704], [-4.783605, 0.143532, -5.907914], [-1.961715, 4.320524, 1.587924], [0.120038, -5.384867, 0.767285], [2.366628, -0.596963, 4.345067], [-0.586377, -2.209149, 4.115175], [-0.454144, 3.584707, 3.495274], [-0.246646, 1.885007, -6.282270], [2.998777, 4.914482, -5.124366], [-1.251602, -3.894482, -0.652902], [-3.198970, -0.882712, -5.332211], [2.557907, 0.506248, -0.077003], [2.064732, 1.613942, 2.620437], [-0.452351, -3.277619, 5.667600], [1.502900, -1.710689, 6.636251], [-0.239624, -1.461125, 1.239633], [0.488545, 3.623006, 0.477455], [0.059039, 0.218492, 3.117270], [1.330940, 3.717650, -6.820730], [2.257763, -3.501846, 5.085284], [-4.870513, -1.043432, -4.436974], [1.814689, -1.149941, 0.590617], [2.185427, -4.993749, 1.913247], [-2.191107, 2.428976, 1.881620], [2.015966, 4.294640, -3.634118], [-0.159274, -0.836081, 6.421064], [3.094751, -2.754733, 2.945251], [1.441697, -1.846621, 2.629392], [2.381642, -3.568974, 0.629031], [-0.408077, 1.285934, 4.710999], [3.080086, -0.964586, -3.414304], [1.148367, 4.233356, 2.739365], [2.014526, 2.546353, 4.356835], [-4.590997, -2.726326, -1.202009], [1.069836, 1.353048, -5.043573], [3.065295, 3.044228, -4.591241], [-2.019054, -1.991386, 0.940164], [0.451373, -3.064510, -0.896143], [-4.417829, 0.686446, -0.696024], [-2.030244, 3.184320, 0.084231]],
  "atomic_forces_ev_per_a": [[-0.798, 1.109, -0.165], [-4.435, -2.262, 0.861], [-7.634, 4.047, -3.015], [0.137, -3.832, 2.617], [0.357, 3.667, 2.977], [0.853, 1.938, 2.675], [3.827, -0.499, -1.608], [1.607, -1.451, 2.109], [3.826, 1.888, -0.884], [-1.941, -1.049, 0.913], [6.314, -3.284, 1.755], [0.422, 0.163, -0.214], [0.840, 0.197, 0.206], [0.511, -1.908, 2.166], [0.392, 0.838, -0.543], [-0.094, -0.194, 0.478], [-0.192, 0.298, 0.831], [-2.912, 1.543, -1.918], [-0.588, 0.266, -0.251], [-0.384, 0.492, -0.041], [0.108, -0.463, 0.795], [-0.516, 0.546, 0.818], [-0.678, 0.825, 0.467], [1.849, 0.985, -0.171], [0.148, 0.272, 0.832], [1.678, 2.056, -1.710], [0.028, -0.570, -0.220], [0.035, -0.980, 0.184], [1.188, -0.672, 0.642], [0.308, -0.633, -0.474], [4.368, -0.007, -0.154], [-0.487, 0.514, -0.158], [1.409, 0.897, -2.910], [-0.244, -0.554, -1.889], [-3.424, -1.436, 0.675], [-1.014, -1.650, -1.691], [-0.776, 2.357, 0.583], [-1.086, -1.462, -1.273], [1.671, -1.791, -0.792], [1.437, 0.148, -2.090], [0.852, 2.056, 0.091], [1.498, -0.620, 1.706], [0.918, -2.258, -0.645], [0.069, 2.511, 0.772], [-1.842, 0.929, 1.017], [1.472, -0.640, 1.369], [2.017, -1.016, -1.324], [0.684, 0.567, 2.510], [-1.489, -2.221, 0.633], [1.715, 1.098, 0.979], [-1.895, 1.309, 0.284], [-1.420, -1.958, -0.625], [-1.177, 1.025, 1.993], [1.289, 1.423, -1.581], [-1.666, 0.574, -1.684], [-1.702, -0.653, -1.912], [-0.923, -1.515, 1.913], [0.323, 0.929, 1.916], [-0.649, -0.393, 2.474], [-1.748, -0.123, -1.975], [1.607, 1.746, -1.109], [0.056, 1.419, -1.858], [-0.791, 2.338, -0.790], [0.852, 1.793, -1.498], [0.611, -0.749, -2.414], [1.568, -0.949, -1.137], [-2.535, -0.079, -0.496], [0.789, -1.992, 0.256], [-1.499, -0.914, 1.909], [1.600, -1.448, -1.293], [-0.659, -1.068, 1.132], [-1.331, -2.129, 0.342], [-1.276, -1.386, -1.895], [1.068, 0.492, -1.589], [-1.461, 1.743, 0.016], [-1.399, 1.985, -0.545], [1.739, 0.422, -1.347], [-1.554, -0.910, 1.736], [-0.484, -1.600, -0.031], [0.664, -0.085, 2.284]],
  "mulliken_charge": [0.299, -0.333, -0.534, -0.268, -0.520, -0.429, -0.491, -0.489, 0.528, 0.168, 0.346, -0.792, 0.983, -0.112, -0.769, -0.624, -0.471, 0.360, -0.399, 0.469, -0.295, -0.472, -0.816, 0.058, -0.769, 0.002, -0.997, -0.898, 0.495, -0.485, -0.128, -0.436, -0.214, 0.368, 0.573, 0.417, -0.401, 0.318, 0.193, 0.194, 0.303, 0.366, 0.357, 0.335, 0.118, 0.065, 0.331, 0.272, 0.334, 0.370, 0.291, 0.585, -0.039, 0.342, 0.308, -1.363, 0.305, -0.334, 0.341, 0.316, 0.276, -0.943, 0.416, 0.255, 0.176, 0.327, 0.359, -0.680, 0.194, 0.448, 0.352, 0.271, 0.389, 0.335, 0.218, 0.165, 0.594, 0.175, 0.323, 0.121]
}